Version a
20
Properties=species:S:1:pos:R:3:nbo_charge:R:1 method="wB97M-V/def2-TZVPD" homo_ev=-7.92 smiles=CNCCS.O.O e_lumo_ev=0.58
S 1.2924 -0.8503 0.8146 -0.06
O -1.5453 0.2344 -4.2727 -0.94
O 4.3139 -0.0971 4.4513 -0.93
N -2.3277 0.1150 -0.8400 -0.66
C -0.0940 0.2471 0.2192 -0.50
C -2.6388 1.4964 -0.5956 -0.43
C -1.0989 -0.6002 -0.5574 -0.21
H 0.2844 0.9898 -0.4834 0.21
H -3.5785 1.8558 -1.0445 0.22
H -1.9227 2.1075 -1.1847 0.15
H 3.6852 0.0374 3.7303 0.46
H 1.7514 -0.1069 1.8283 0.11
H -2.4918 2.0976 0.3104 0.19
H -1.2112 -1.5309 0.0095 0.18
H -1.1979 1.0131 -4.7367 0.47
H -3.0036 -0.3115 -1.4396 0.39
H -1.0791 -0.5067 -4.6739 0.47
H 5.1266 0.1719 4.0252 0.46
H -0.6742 -0.9468 -1.5087 0.18
H -0.6384 0.6665 1.0638 0.22



Version b
20
Properties=species:S:1:pos:R:3:nbo_charge:R:1 method="wB97M-V/def2-TZVPD" homo_ev=-8.91 smiles=C[C@@H](N)CS.O.O e_lumo_ev=0.74
S -1.0706 2.3472 -1.3919 -0.07
O 1.4938 4.1903 2.4371 -0.95
O 0.0083 -3.5642 3.1792 -0.93
N 0.7171 -0.3793 -2.3516 -0.84
C -1.3744 0.5190 -1.3390 -0.51
C -0.0388 -0.2646 -1.1085 -0.05
C -0.2638 -1.6452 -0.5251 -0.62
H -0.7533 -1.6334 0.4526 0.21
H -2.0070 0.3484 -0.4696 0.21
H 2.3613 3.8530 2.6507 0.47
H 0.2289 2.2743 -1.0115 0.12
H 0.7148 -2.0356 -0.2465 0.23
H 1.2543 0.4333 -2.5906 0.36
H -0.1829 -3.0132 3.9561 0.46
H -0.6693 -4.2063 3.2817 0.46
H 0.5376 0.3142 -0.3870 0.19
H -1.8535 0.1903 -2.2565 0.21
H 1.5382 5.0933 2.1093 0.48
H -0.7298 -2.2979 -1.2560 0.21
H 0.0892 -0.5236 -3.1327 0.35



Version c
20
Properties=species:S:1:pos:R:3:nbo_charge:R:1 method="wB97M-V/def2-TZVPD" homo_ev=-9.56 smiles=C[C@H](N)CS.O.O e_lumo_ev=0.55
S 0.6160 -0.5452 1.3430 -0.10
O -0.3110 -3.3980 -2.7171 -0.95
O 2.0961 -1.7444 -1.3511 -0.95
N -2.0951 1.1784 0.8637 -0.81
C 0.5212 1.2575 0.9055 -0.49
C -0.9243 3.1056 0.1558 -0.64
C -0.8499 1.5905 0.2002 -0.08
H -0.2202 -3.1600 -3.6546 0.47
H -0.1442 -0.4906 2.4184 0.13
H -1.1077 3.5584 1.1161 0.22
H 0.4899 1.8451 1.8018 0.22
H -1.6568 3.6774 -0.3653 0.23
H -0.6873 1.1857 -0.7391 0.18
H -2.7294 0.9195 0.1151 0.36
H 2.5592 -2.5667 -1.5410 0.48
H 1.4251 1.4967 0.3571 0.24
H 0.2313 -2.6945 -2.2602 0.48
H -0.0372 3.7456 -0.3525 0.20
H -1.6819 0.2888 1.0945 0.35
H 1.6049 -1.9132 -0.5474 0.48



What are the relative energies? In kJ/mol: version a 105.2; version b 0.0; version c 72.4.



Version a
20
Properties=species:S:1:pos:R:3:nbo_charge:R:1 method="wB97M-V/def2-TZVPD" homo_ev=-9.02 smiles=NCCCS.O.O e_lumo_ev=0.80
S 0.2005 -3.4954 2.9783 -0.06
O -3.6194 5.7317 -0.4028 -0.93
O -2.6098 0.5257 -4.7288 -0.94
N 1.6732 0.6943 0.2937 -0.83
C 0.9322 -1.4893 1.1867 -0.43
C 1.3637 -2.7922 1.7409 -0.49
C 1.9636 -0.7379 0.3818 -0.21
H 1.4743 -3.5826 1.0160 0.22
H -2.2935 0.7540 -5.6032 0.47
H 2.1249 -1.0838 -0.6403 0.18
H 0.0037 -1.4812 0.6294 0.21
H 1.4446 0.9107 -0.6727 0.36
H 0.7146 -0.8098 2.0290 0.19
H 2.2783 -2.5954 2.2966 0.21
H -2.8052 -0.4196 -4.7249 0.47
H 2.9674 -0.8512 0.8066 0.17
H 0.8322 0.9261 0.8132 0.35
H -3.2870 6.4102 -1.0076 0.47
H -2.9494 5.7454 0.2931 0.47
H -0.4090 -2.3598 3.3149 0.11



Version b
20
Properties=species:S:1:pos:R:3:nbo_charge:R:1 method="wB97M-V/def2-TZVPD" homo_ev=-8.44 smiles=C[C@H](N)CS.O.O e_lumo_ev=0.70
S -2.0961 -0.2332 1.4174 -0.09
O 2.6436 -4.6416 -3.3217 -0.94
O 0.6626 -2.2444 1.2533 -0.95
N -1.9921 2.4410 0.4859 -0.86
C -0.4246 0.6415 1.0731 -0.49
C 0.3814 2.7256 -0.0780 -0.63
C -0.7637 1.7122 0.0684 -0.07
H -1.7738 -1.4884 1.2966 0.09
H 1.2645 2.1166 -0.4324 0.21
H 3.0562 -5.5098 -3.4328 0.47
H -2.3938 2.8408 -0.3516 0.37
H -0.9860 1.2775 -0.8960 0.20
H 0.0656 -2.4745 1.9709 0.48
H -1.9180 3.0298 1.3033 0.37
H 0.4574 3.3258 0.8246 0.21
H 1.3692 -2.8956 1.2652 0.48
H 2.0702 -4.4886 -4.0807 0.47
H 0.2022 -0.1950 0.6521 0.26
H -0.0200 0.8350 2.0371 0.21
H 0.1951 3.2252 -1.0548 0.21



What are the relative energies? In kJ/mol: version a 0.0; version b 32.9.



Version a
12
Properties=species:S:1:pos:R:3:nbo_charge:R:1 method="wB97M-V/def2-TZVPD" homo_ev=-9.85 smiles="C[C@]1(Br)CS1(=O)=O" e_lumo_ev=0.51
Br -1.7951 -1.4665 0.0742 0.08
S -0.7568 1.3970 -0.0122 2.13
O -2.1421 1.5895 -0.0802 -0.88
O 0.2268 2.1967 0.7275 -0.88
C -0.3154 -0.3090 -0.0667 -0.39
C 0.9635 -1.0068 0.9861 -0.55
C -0.0551 0.4128 -1.3703 -0.69
H -0.7368 -0.0453 -2.0630 0.25
H 1.6756 -1.5365 0.3105 0.22
H 1.0074 0.4023 -1.6831 0.26
H 0.4213 -1.4958 1.6741 0.21
H 1.5067 -0.1383 1.5030 0.23



Version b
12
Properties=species:S:1:pos:R:3:nbo_charge:R:1 method="wB97M-V/def2-TZVPD" homo_ev=-10.52 smiles="C/C=C/S(=O)(=O)Br" e_lumo_ev=-0.12
Br 0.4062 -1.7711 2.4532 -0.16
S 1.6187 -0.5420 1.1522 1.99
O 1.8131 0.7852 1.6719 -0.88
O 2.7936 -1.4220 0.9624 -0.89
C -0.4198 0.4112 -0.1594 -0.06
C -1.5232 0.7699 -1.2017 -0.65
C 0.5357 -0.5288 -0.2566 -0.52
H -2.4722 0.4610 -0.9190 0.23
H -1.4241 0.4893 -2.2737 0.23
H 0.7810 -1.3521 -1.0113 0.27
H -0.4236 0.9163 0.7156 0.21
H -1.6853 1.7830 -1.1336 0.23



What are the relative energies? In kJ/mol: version a 153.9; version b 0.0.



Version a
17
Properties=species:S:1:pos:R:3:nbo_charge:R:1 method="wB97M-V/def2-TZVPD" homo_ev=-14.03 charge=+1 e_lumo_ev=-6.11
S 0.0984 1.9186 1.9284 0.36
N -0.7574 -0.7729 0.8507 -0.29
C -0.4642 0.5401 -1.1497 -0.63
C 1.7110 2.0894 1.4497 -0.30
C -0.4597 -0.1662 1.8487 0.17
C -0.1819 -1.9321 -1.2315 -0.55
C -0.9468 -0.7070 -0.5166 -0.12
H 2.1145 3.0898 1.5491 0.26
H -0.7419 0.5421 -2.1470 0.25
H -1.9141 -1.1006 -0.7379 0.26
H -0.6852 1.5583 -0.6161 0.21
H 2.1101 1.2352 1.0062 0.23
H -0.4266 -0.4282 2.9669 0.27
H -0.6409 -2.7782 -0.6858 0.23
H -0.4184 -1.8187 -2.2457 0.23
H 0.7120 0.6359 -1.3183 0.21
H 0.8912 -1.9054 -0.9511 0.21



Version b
17
Properties=species:S:1:pos:R:3:nbo_charge:R:1 method="wB97M-V/def2-TZVPD" homo_ev=-14.81 charge=+1 e_lumo_ev=-5.67
S 1.5197 -0.6780 3.7790 0.49
N 0.1023 0.2334 1.5435 -0.41
C 0.7059 -0.1885 2.5641 0.25
C 0.4795 -0.8665 -2.3340 -0.62
C -0.9944 1.1752 1.6284 -0.46
C 0.3556 -0.3784 0.0920 -0.25
C -0.2369 0.0944 -1.3844 -0.38
H 0.1588 -1.9133 -2.3384 0.23
H 1.6352 -0.7855 -2.0719 0.21
H -1.9943 0.8269 1.4307 0.25
H 1.4508 -0.3548 -0.1688 0.24
H 0.3665 -0.5097 -3.3175 0.25
H -1.3234 0.0405 -1.3892 0.23
H -0.9428 2.0477 0.8983 0.26
H -0.1341 -1.4401 -0.0031 0.24
H 0.1615 1.1477 -1.5833 0.22
H -1.3098 1.5487 2.6547 0.26



What are the relative energies? In kJ/mol: version a 99.1; version b 0.0.



Version a
15
Properties=species:S:1:pos:R:3:nbo_charge:R:1 method="wB97M-V/def2-TZVPD" homo_ev=-3.83 charge=-1 e_lumo_ev=3.58
S -0.3296 -2.7356 -1.0771 1.51
O 0.4786 -3.7069 -1.8658 -1.03
O -1.2701 -3.3939 -0.1226 -1.03
C -1.1875 0.7665 0.3627 -0.65
C 0.4912 2.5939 0.0951 -0.44
C 1.7558 -1.4443 0.7574 -0.37
C 0.9555 -2.0380 0.0809 -0.27
C -0.3897 1.7502 -0.4160 -0.13
H -0.9307 0.8069 1.4176 0.20
H -0.5516 1.7370 -1.4880 0.19
H 2.4694 -0.9566 1.3692 0.21
H -2.2539 0.9572 0.2540 0.20
H 1.0631 3.2741 -0.5165 0.18
H -0.9906 -0.2401 -0.0051 0.25
H 0.6901 2.6296 1.1542 0.18



Version b
15
Properties=species:S:1:pos:R:3:nbo_charge:R:1 method="wB97M-V/def2-TZVPD" homo_ev=-3.14 charge=-1 e_lumo_ev=3.88
S -0.7096 1.0877 1.5908 1.45
O -0.8760 0.1612 2.7762 -1.06
O -1.9739 1.5642 0.8901 -1.05
C -0.7778 -1.4823 0.2392 -0.16
C 1.3959 1.7783 -0.4399 -0.66
C -0.0313 -0.1082 0.3564 -0.28
C -0.8321 -2.2283 -0.9054 -0.44
C 0.8383 0.3748 -0.4958 -0.17
H -1.3156 -3.2354 -0.9000 0.18
H -0.2090 -2.0614 -1.7459 0.18
H 1.4618 1.9618 0.5258 0.22
H -1.3395 -1.7274 1.1503 0.23
H 2.4380 1.6586 -0.6795 0.19
H 1.2172 -0.1548 -1.4317 0.16
H 0.7136 2.4112 -0.9307 0.22



What are the relative energies? In kJ/mol: version a 54.3; version b 0.0.